# CH3FIN

A structure of composition CH3FIN in a non-equilibrium geometry (ωB97M-V/def2-TZVPD, the Open Molecules 2025 dataset).

Calculated values
Relative energy (zero: lowest compared OMol25 entry of this formula, charge and spin) = 15.9 kcal per mole
Lowest unoccupied orbital energy = 0.08 eV
Orbital gap = 10.32 eV

```
7
Properties=species:S:1:pos:R:3:forces:R:3:mulliken_charge:R:1
C 0.303 0.054 0.332 -1.8 4.6 2.5 -0.007
N -0.742 -0.615 -0.211 1.2 -1.1 -1.1 -0.447
F 0.137 1.659 -0.234 0.7 -2.1 0.3 -0.468
I 2.339 -0.438 0.073 -1.0 -0.1 0.0 0.144
H -0.005 0.469 1.382 1.3 -1.2 -1.7 0.256
H -0.441 -1.078 -1.067 -0.8 0.2 0.0 0.256
H -1.590 -0.052 -0.274 0.4 -0.3 0.0 0.266
```
Positions in Å, forces in eV/Å.

=====

# C6H12N2

The molecule C6H12N2 in a non-equilibrium geometry (ωB97M-V/def2-TZVPD, the Open Molecules 2025 dataset).

Calculated values
SMILES string = [H]/N=C(NC)/C(C)=C\C
Relative energy (zero: lowest compared OMol25 entry of this formula, charge and spin) = 60.9 kcal per mole
Lowest unoccupied orbital energy (spin up / spin down) = 0.49 / 0.49 eV
Orbital gap (spin up / spin down) = 8.13 / 8.13 eV

```
20
Properties=species:S:1:pos:R:3:forces:R:3:mulliken_charge:R:1
C -0.041 -2.411 0.296 0.6 0.1 -0.1 -0.948
C 1.111 2.400 -0.346 0.2 0.2 0.1 -1.260
C -2.040 0.220 -0.157 0.4 -0.9 0.5 -1.135
N 0.316 -1.041 0.641 0.4 -0.9 -0.2 -0.204
C 1.071 -0.177 -0.248 -0.1 -1.7 -0.7 0.246
C 0.402 1.095 -0.199 -1.0 -0.2 1.8 0.649
C -0.842 0.919 0.418 0.3 2.8 -1.3 -0.225
N 2.081 -0.541 -0.960 -0.7 0.4 0.4 -0.769
H 0.349 -0.825 1.630 0.0 0.1 -0.5 0.306
H 2.379 -1.478 -0.692 0.0 0.1 0.0 0.228
H -1.156 1.726 1.095 0.0 0.3 -0.3 0.340
H -0.406 -2.950 1.172 0.1 0.2 0.0 0.317
H 0.793 -2.974 -0.133 0.0 -0.1 0.1 0.322
H -0.831 -2.406 -0.456 -0.1 0.0 0.0 0.229
H 0.653 3.022 -1.124 0.1 -0.1 0.1 0.258
H 1.079 2.974 0.588 -0.1 0.0 -0.1 0.324
H 2.162 2.252 -0.611 -0.1 -0.1 0.0 0.386
H -2.558 -0.371 0.604 -0.1 -0.1 -0.1 0.278
H -1.774 -0.411 -1.006 0.0 0.0 0.1 0.293
H -2.747 0.977 -0.514 0.2 0.0 0.1 0.363
```
Positions in Å, forces in eV/Å.

=====

# C34H50P2W

A structure of composition C34H50P2W in a non-equilibrium geometry (ωB97M-V/def2-TZVPD, the Open Molecules 2025 dataset).

Calculated values
2S+1 = 3
Total charge = +2
Relative energy (zero: lowest compared OMol25 entry of this formula, charge and spin) = 25.9 kcal per mole
Lowest unoccupied orbital energy (spin up / spin down) = -7.12 / -7.74 eV
Orbital gap (spin up / spin down) = 5.73 / 5.18 eV

```
87
Properties=species:S:1:pos:R:3:forces:R:3:lowdin_spin:R:1
W 0.079 -0.018 -2.440 -2.5 0.7 5.6 -0.004
C -0.148 -3.155 1.797 -0.3 0.4 -0.7 0.270
C 1.079 -3.321 1.118 0.3 0.9 0.5 0.111
C 1.368 -1.656 2.688 0.2 0.1 0.1 0.285
C -0.006 -2.078 2.733 -2.0 1.3 1.1 0.062
C 2.007 -2.373 1.646 -0.6 -0.7 -0.3 0.121
C -1.379 -3.921 1.569 -0.2 -0.7 0.0 0.056
H -1.127 -4.892 1.122 -0.3 0.2 0.1 0.003
H -2.072 -3.398 0.887 0.2 0.0 0.1 0.034
H -1.928 -4.096 2.507 0.2 0.1 -0.3 0.008
C -1.067 -1.460 3.449 2.5 -4.1 0.5 -0.032
H -2.039 -1.949 3.368 0.0 0.5 -0.2 -0.001
H -1.351 -0.098 2.896 -0.5 2.6 -0.8 -0.004
H -0.815 -1.169 4.468 -0.2 1.0 -0.5 0.000
C 1.966 -0.635 3.569 0.5 0.2 0.0 0.049
H 1.944 -0.962 4.620 -0.1 0.0 -0.2 0.017
H 1.425 0.321 3.521 0.0 -0.2 0.0 0.015
H 3.019 -0.454 3.315 -0.3 0.0 0.1 0.000
C 3.390 -2.183 1.160 0.6 0.2 -0.2 0.014
H 4.125 -2.822 1.676 -0.3 0.1 -0.1 0.007
H 3.727 -1.150 1.309 -0.1 -0.1 0.0 0.002
H 3.477 -2.402 0.086 -0.1 0.0 0.3 0.001
C 1.321 -4.270 0.010 0.4 -0.5 -0.2 0.013
H 0.974 -5.281 0.270 0.0 0.3 -0.1 0.003
H 2.392 -4.346 -0.210 -0.3 0.0 0.0 0.000
H 0.807 -3.961 -0.916 0.1 -0.2 0.4 0.006
C 0.017 1.218 -3.960 0.2 0.0 -2.8 0.002
C -1.086 0.195 -4.007 -1.3 1.0 -1.5 0.001
C -0.867 -1.021 -4.888 -0.6 -0.4 -0.5 0.000
C 0.134 -2.083 -4.316 -0.4 -0.9 -0.5 0.001
C 0.768 -1.785 -2.966 1.4 -1.8 0.3 0.002
C 1.852 -0.716 -2.885 1.0 -1.1 -2.0 0.001
C 2.265 -0.082 -4.199 1.5 0.0 -0.7 0.000
C 1.246 0.944 -4.808 0.7 0.8 -1.0 0.000
H -0.554 -0.714 -5.893 0.2 0.1 0.3 0.000
H 0.906 -2.309 -5.060 0.1 0.3 0.2 0.000
H -1.832 -1.516 -5.083 0.3 0.2 0.4 0.000
H 0.973 0.656 -5.834 0.0 -0.1 0.3 0.000
H -0.307 2.262 -3.864 0.2 -0.4 0.3 0.000
H -2.129 0.506 -3.883 0.3 0.3 -0.1 0.000
H 1.779 1.894 -4.959 -0.1 -0.2 0.2 0.000
H 3.226 0.435 -4.053 -0.3 -0.1 0.1 0.000
H 2.606 -0.880 -2.099 -0.4 0.2 -0.3 0.000
H 2.518 -0.864 -4.934 -0.2 0.2 0.2 0.000
H -0.425 -3.030 -4.270 0.2 0.3 0.4 0.000
H 0.839 -2.648 -2.291 0.3 0.5 -0.2 0.000
P -3.995 -2.370 -0.745 1.6 0.4 -2.5 0.705
P 2.674 2.603 0.943 -1.4 -1.6 -1.1 0.000
C 0.803 1.500 -1.268 -0.3 0.8 2.2 0.001
C 1.345 1.284 0.171 1.0 0.8 0.7 0.002
H -0.115 2.137 -1.201 0.3 0.0 -0.1 0.000
H 1.505 2.066 -1.901 -0.2 -0.3 -0.1 0.000
H 0.530 1.427 0.903 0.3 -0.7 -0.4 0.000
H 1.865 0.328 0.336 -0.4 0.0 -0.2 0.001
C 1.377 3.870 1.253 0.1 0.4 0.3 0.000
H 1.440 4.158 2.310 0.0 0.2 -0.3 0.000
H 0.390 3.417 1.121 0.1 0.3 -0.1 0.000
H 1.473 4.753 0.615 -0.1 -0.1 0.2 0.000
C 3.467 3.028 -0.667 0.4 0.4 0.1 0.000
H 2.869 3.739 -1.249 0.2 -0.2 0.0 0.000
H 3.628 2.098 -1.233 0.0 0.3 0.1 0.000
H 4.459 3.468 -0.476 -0.4 -0.1 -0.2 0.000
C -4.657 -0.944 -1.687 -1.9 0.5 0.5 0.107
H -4.787 -1.127 -2.768 0.0 -0.1 0.7 0.002
H -4.240 0.074 -1.604 0.0 -0.4 0.5 0.019
H -5.671 -0.962 -1.212 0.4 0.9 -0.7 0.017
C -3.269 -3.050 -2.406 0.0 -1.5 0.1 0.082
H -2.194 -3.282 -2.464 -0.1 -0.3 0.7 0.012
H -3.403 -2.508 -3.369 -0.6 0.1 1.0 -0.001
H -3.827 -4.022 -2.487 0.7 0.6 -0.3 0.018
C -0.634 4.191 5.260 -0.8 0.1 -0.9 0.000
C -0.314 2.850 5.578 -0.1 -0.3 0.0 0.001
C -0.755 1.818 4.779 0.2 0.0 0.3 0.000
C -1.411 2.067 3.547 0.4 0.7 0.4 -0.002
C -1.614 1.037 2.603 -0.2 -0.5 -0.2 -0.016
C -2.098 1.327 1.353 -0.2 -0.4 -0.4 0.001
C -2.451 2.659 1.010 0.2 0.7 1.0 -0.001
C -2.299 3.687 1.943 -0.2 -0.6 -0.7 0.001
C -1.748 3.442 3.218 0.3 -1.4 0.0 -0.001
C -1.410 4.467 4.134 0.5 0.1 0.7 0.000
H -0.299 5.005 5.897 -0.1 -0.2 0.0 0.000
H 0.261 2.630 6.481 -0.2 0.1 -0.3 0.000
H -0.584 0.778 5.076 0.1 0.5 -0.1 0.000
H -2.227 0.537 0.596 0.0 0.3 0.4 0.007
H -2.853 2.893 0.031 0.0 -0.1 0.1 0.000
H -2.557 4.714 1.695 0.0 -0.2 -0.1 0.000
H -1.767 5.481 3.919 0.4 -0.3 0.1 0.000
```
Positions in Å, forces in eV/Å.

=====

# C34H25BrF4KN5P

A structure of composition C34H25BrF4KN5P (ωB97M-V/def2-TZVPD, the Open Molecules 2025 dataset).

Calculated values
Total charge = +1
Relative energy (zero: lowest compared OMol25 entry of this formula, charge and spin) = 0.0 kcal per mole
Lowest unoccupied orbital energy = -2.39 eV
Orbital gap = 8.61 eV

```
71
Properties=species:S:1:pos:R:3:forces:R:3:mulliken_charge:R:1
K 0.544 -0.951 1.059 0.1 -0.1 -0.3 0.851
C -0.291 -2.592 4.195 0.0 0.0 0.1 -0.634
N 0.492 -1.380 4.161 0.0 0.0 0.2 -0.199
C 1.923 -1.490 4.272 0.0 -0.1 0.1 -0.576
C 2.564 -0.225 3.810 0.2 0.2 -0.1 0.122
N 2.119 0.486 2.807 -0.1 -0.1 -0.1 -0.177
C 3.033 1.525 2.650 0.1 0.0 0.1 0.526
C 3.060 2.565 1.723 0.0 0.0 0.0 -0.511
C 4.113 3.456 1.794 0.0 0.0 0.0 -0.741
C 5.118 3.328 2.764 0.0 -0.1 0.0 -0.439
C 5.105 2.300 3.688 0.0 0.0 0.0 -1.064
C 4.046 1.405 3.607 -0.1 0.0 -0.1 0.390
N 3.715 0.271 4.333 0.0 0.0 0.1 -0.017
C -1.591 -2.376 3.493 -0.2 0.0 -0.1 0.195
N -1.711 -1.736 2.359 0.1 0.1 0.0 -0.077
C -3.068 -1.764 2.055 0.0 -0.1 0.1 0.215
C -3.756 -1.228 0.969 0.0 0.0 0.0 -0.109
C -5.124 -1.411 0.923 0.0 0.0 0.0 -0.851
C -5.803 -2.112 1.931 0.0 0.0 0.1 -0.436
C -5.134 -2.648 3.015 0.0 0.0 0.0 -1.136
C -3.759 -2.457 3.054 0.1 0.0 -0.1 0.357
N -2.780 -2.837 3.960 0.0 0.0 0.1 -0.017
H -0.484 -2.908 5.226 0.0 0.0 0.0 0.269
H 0.235 -3.431 3.714 0.0 0.0 0.0 0.316
H 0.162 -0.656 3.543 0.0 0.0 0.2 0.220
H 2.323 -2.321 3.664 0.0 0.0 0.0 0.315
H 2.223 -1.701 5.304 0.0 0.0 0.0 0.324
H 2.280 2.664 0.978 0.0 0.0 0.0 0.440
H 4.165 4.278 1.092 0.0 0.0 0.0 0.442
H 5.923 4.050 2.789 0.0 0.0 0.0 0.393
H 5.882 2.203 4.435 0.0 0.0 0.0 0.399
H 4.204 -0.092 5.133 0.0 0.0 0.0 0.225
H -3.231 -0.679 0.196 0.0 0.0 0.0 0.507
H -5.692 -1.006 0.096 0.0 0.0 0.0 0.439
H -6.875 -2.233 1.859 0.0 0.0 0.0 0.388
H -5.660 -3.186 3.793 0.0 0.0 0.0 0.396
H -2.924 -3.312 4.834 0.0 0.0 0.0 0.233
F -4.783 3.515 -2.440 0.0 0.0 0.0 -0.284
C -3.698 2.760 -2.378 0.0 0.0 -0.1 0.670
C -3.238 2.101 -3.501 -0.1 0.0 -0.1 0.238
F -3.878 2.226 -4.655 0.0 0.0 0.0 -0.281
C -2.098 1.322 -3.418 0.1 -0.1 0.0 0.220
F -1.688 0.757 -4.557 0.0 0.0 0.0 -0.410
C -1.387 1.149 -2.236 0.0 -0.1 -0.1 0.543
P 0.064 0.015 -2.082 0.0 0.1 0.2 0.383
C 1.444 1.051 -2.656 -0.1 0.0 0.0 0.436
C 2.629 0.968 -1.931 0.1 0.1 0.0 -0.454
C 3.727 1.748 -2.275 0.0 0.0 0.0 -0.621
C 3.640 2.622 -3.346 0.0 0.0 0.0 -0.566
C 2.460 2.711 -4.076 0.0 0.0 0.0 -0.714
C 1.366 1.932 -3.735 0.0 0.0 0.0 -0.021
C -0.207 -1.244 -3.363 -0.1 0.0 0.0 0.354
C 0.631 -1.421 -4.458 0.0 0.0 0.0 -0.233
C 0.392 -2.456 -5.352 0.0 0.0 0.0 -0.719
C -0.686 -3.308 -5.164 0.0 0.0 0.0 -0.504
C -1.524 -3.139 -4.070 0.0 0.0 0.1 -0.731
C -1.276 -2.120 -3.164 0.0 0.0 0.0 -0.536
C -1.861 1.850 -1.121 -0.1 0.1 0.0 -0.294
Br -0.973 1.866 0.554 0.0 0.0 -0.1 -0.100
C -2.997 2.638 -1.192 0.1 0.0 0.2 0.035
F -3.438 3.304 -0.128 0.0 0.0 0.0 -0.336
H 2.708 0.288 -1.089 0.0 0.0 0.0 0.274
H 4.641 1.676 -1.699 0.0 0.0 0.0 0.464
H 4.489 3.237 -3.615 0.0 0.0 0.0 0.412
H 2.391 3.394 -4.914 0.0 0.0 0.0 0.424
H 0.454 2.007 -4.314 0.0 0.0 0.0 0.323
H 1.464 -0.748 -4.617 0.0 0.0 0.0 0.383
H 1.046 -2.591 -6.203 0.0 0.0 0.0 0.407
H -0.873 -4.107 -5.869 0.0 0.0 0.0 0.388
H -2.363 -3.805 -3.918 0.0 0.0 0.0 0.425
H -1.922 -1.998 -2.299 0.0 0.0 0.0 0.448
```
Positions in Å, forces in eV/Å.